Below is C58H75AsBr2IN2O2STeTi as an isolated structure at a distorted geometry, with properties calculated with wB97M-V/def2-TZVPD.

Geometry as ORCA input:
```
! RIJCOSX wB97M-V def2-TZVPD def2/J DEFGRID3
* xyz -1 1
Ti 0.47967 0.26512 -0.26286
C -1.79081 -0.63608 3.58831
C -0.59758 0.31639 3.47562
C -0.76461 1.40818 4.54673
C 0.75337 -0.34705 3.66189
C 0.96906 -0.86824 4.93548
C 2.19280 -1.34570 5.35114
C 3.24106 -1.32134 4.45846
C 3.07517 -0.85990 3.15526
C 4.30013 -0.94390 2.26296
C 5.32613 0.13535 2.62128
C 4.94442 -2.33090 2.35171
C 1.81797 -0.36111 2.73183
N 1.76103 0.16038 1.36800
C 2.39172 1.30918 1.21658
C 3.02831 1.84250 0.05657
C 3.79560 3.01259 0.30690
C 4.63200 3.54931 -0.62257
C 4.74050 2.91286 -1.87670
C 3.99034 1.81644 -2.18482
C 3.03828 1.26283 -1.26872
N 2.17676 0.27981 -1.62489
C 2.57361 -0.42946 -2.84278
C 3.62431 -1.36790 -2.72608
C 4.14908 -2.00225 -3.84650
C 3.63411 -1.77395 -5.10123
C 2.57654 -0.89921 -5.21503
C 2.03055 -0.20075 -4.13497
C 0.97263 0.80413 -4.59838
C 1.57674 2.21086 -4.66436
C -0.40267 0.72554 -3.94302
C 4.25315 -1.75695 -1.40474
C 5.58245 -1.02319 -1.17802
C 4.48694 -3.27346 -1.33442
H -2.71547 -0.05665 3.52350
H -1.79102 -1.16208 4.54791
H -1.78848 -1.36186 2.77680
H -0.62338 0.75138 2.48255
H -1.62463 2.03593 4.31512
H 0.11725 2.04304 4.62430
H -0.93882 0.95019 5.52344
H 0.14588 -0.86561 5.63773
H 2.32688 -1.72398 6.35707
H 4.21724 -1.66437 4.77641
H 3.98819 -0.77713 1.23659
H 5.62049 0.05432 3.67070
H 4.92542 1.13595 2.45633
H 6.21938 0.03021 2.00263
H 5.39890 -2.49639 3.33015
H 5.73275 -2.43657 1.60981
H 4.20707 -3.11842 2.18700
H 2.58486 1.87446 2.13180
H 3.71031 3.46924 1.28650
H 5.20812 4.43663 -0.39865
H 5.41714 3.30654 -2.62585
H 4.08074 1.36989 -3.16379
H 4.97602 -2.69017 -3.72726
H 4.03610 -2.27724 -5.97184
H 2.15213 -0.72677 -6.19689
H 0.78413 0.52993 -5.63930
H 1.90271 2.57112 -3.69512
H 0.83976 2.92137 -5.04531
H 2.43740 2.20767 -5.34113
H -0.87882 -0.22447 -4.18893
H -0.36113 0.81541 -2.86359
H -1.02369 1.54090 -4.32329
H 3.54884 -1.47539 -0.62222
H 6.21271 -1.12124 -2.06577
H 6.12769 -1.45197 -0.33654
H 5.43946 0.03799 -0.98384
H 5.37467 -3.56114 -1.90189
H 3.63426 -3.82122 -1.73759
H 4.65127 -3.59063 -0.30638
C -6.18023 4.46644 2.07223
C -5.25390 3.76759 3.07843
C -6.06822 2.76336 3.90495
C -4.69122 4.82410 4.03007
C -4.15188 3.03958 2.31692
C -2.81963 3.38563 2.39983
C -1.86461 2.68036 1.68739
Br -0.09290 3.32024 1.97031
C -2.15500 1.59122 0.84408
O -1.14533 0.92457 0.26704
C -3.54027 1.26399 0.71410
C -4.45985 1.99275 1.46100
C -4.18532 0.18678 -0.17694
C -3.19393 -0.60250 -0.99807
C -4.93424 -0.82271 0.70805
C -5.17199 0.86054 -1.14509
H -6.97004 5.01386 2.59453
H -6.65104 3.74519 1.40239
H -5.61405 5.17086 1.45995
H -6.85834 3.28282 4.45403
H -5.42882 2.24919 4.62550
H -6.53842 2.00895 3.27331
H -5.51191 5.29426 4.57657
H -4.15880 5.60771 3.48811
H -4.01001 4.38058 4.75910
H -2.48476 4.21426 3.00595
H -5.50327 1.72693 1.34772
H -2.50071 -1.12798 -0.35120
H -2.62989 0.03679 -1.67622
H -3.72244 -1.34692 -1.59934
H -4.23991 -1.29902 1.40470
H -5.37579 -1.60094 0.08000
H -5.73459 -0.36027 1.28829
H -4.67615 1.65766 -1.69831
H -6.03206 1.29393 -0.63048
H -5.54408 0.12143 -1.85892
Br -2.98214 -4.81392 -2.59790
C -1.70512 -4.62422 -4.05001
C -2.05367 -5.26445 -5.23294
C -1.18128 -5.17634 -6.30749
C 0.00047 -4.45580 -6.17620
C 0.29613 -3.82096 -4.97629
C -0.55509 -3.90031 -3.87784
I -0.01267 -2.15235 -1.91446
H -2.98205 -5.81449 -5.31485
H -1.43210 -5.66406 -7.24160
H 0.68804 -4.39004 -7.01203
H 1.21560 -3.24957 -4.89097
C 0.31042 -3.64389 3.19421
As 0.04002 -3.19247 1.33535
C 1.64040 -3.92833 0.55530
C -1.44763 -4.30360 0.85403
O -0.26678 -1.57714 1.12940
H 0.41166 -4.72806 3.26291
H -0.52971 -3.31173 3.80051
H 1.22264 -3.16765 3.55071
H 2.10025 -4.59546 1.28600
H 2.31266 -3.10766 0.31735
H 1.39711 -4.46440 -0.35782
H -1.16506 -5.34779 0.99202
H -1.72049 -4.12392 -0.18153
H -2.28280 -4.05455 1.50880
Te 0.48142 3.08802 -1.35950
C -1.49103 3.81211 -1.41782
C -2.54701 3.34869 -2.15382
C -3.70806 4.16874 -2.07751
C -3.51902 5.26336 -1.28988
S -1.93431 5.28230 -0.63621
H -2.48928 2.43639 -2.73172
H -4.63123 3.95889 -2.60144
H -4.21776 6.05439 -1.06656
*
```

Values from the calculation:
**Max |F|**: 0.0303 hartree/bohr
**ΔE to the lowest compared entry with this formula, charge and spin**: 12.5 kcal/mol
**Kohn-Sham gap (spin up / spin down)**: 4.850 / 4.841 eV
**HOMO level (spin up / spin down)**: -3.20 / -3.20 eV